{"formula": "C31H40N2O7P4Si2Zr", "method": "wB97M-V/def2-TZVPD", "species": ["Zr", "C", "Si", "C", "C", "N", "P", "C", "P", "N", "Si", "C", "C", "C", "C", "C", "C", "C", "C", "C", "C", "C", "C", "C", "C", "C", "C", "C", "C", "C", "C", "C", "C", "C", "C", "C", "C", "C", "H", "H", "H", "H", "H", "H", "H", "H", "H", "H", "H", "H", "H", "H", "H", "H", "H", "H", "H", "H", "H", "H", "H", "H", "H", "H", "H", "H", "H", "H", "H", "H", "H", "H", "H", "H", "H", "H", "O", "P", "O", "O", "O", "P", "O", "O", "O", "H", "H"], "xyz": [[-0.81, 0.02, 0.02], [-1.10, -1.04, -4.08], [-0.76, 0.69, -3.47], [0.34, 1.51, -4.75], [-2.33, 1.68, -3.31], [0.01, 0.62, -1.88], [1.57, 0.38, -1.49], [1.48, -0.09, 0.12], [1.44, 0.76, 1.56], [-0.10, 0.52, 2.07], [-0.54, 0.09, 3.73], [-2.26, -0.61, 3.86], [0.54, -1.26, 4.44], [-0.50, 1.62, 4.80], [1.72, 2.55, 1.41], [3.02, 3.06, 1.33], [3.22, 4.42, 1.17], [2.14, 5.28, 1.07], [0.85, 4.78, 1.13], [0.64, 3.42, 1.31], [2.73, 0.25, 2.73], [3.35, -0.97, 2.52], [4.32, -1.42, 3.41], [4.67, -0.64, 4.51], [4.06, 0.60, 4.70], [3.09, 1.04, 3.81], [2.27, -0.92, -2.54], [2.93, -0.65, -3.73], [3.33, -1.70, -4.56], [3.06, -3.01, -4.20], [2.41, -3.28, -3.00], [2.01, -2.24, -2.18], [2.58, 1.85, -1.82], [2.01, 3.08, -2.10], [2.83, 4.19, -2.31], [4.21, 4.07, -2.20], [4.77, 2.84, -1.88], [3.96, 1.73, -1.69], [-1.63, -0.98, -5.04], [-1.72, -1.62, -3.40], [-0.16, -1.58, -4.26], [-0.28, 1.67, -5.64], [1.17, 0.86, -5.05], [0.74, 2.48, -4.45], [-2.84, 1.71, -4.28], [-2.11, 2.71, -3.02], [-3.02, 1.27, -2.58], [-2.35, -1.55, 3.31], [-3.10, 0.03, 3.58], [-2.38, -0.84, 4.92], [0.74, -2.03, 3.69], [-0.02, -1.74, 5.25], [1.50, -0.93, 4.85], [-1.25, 2.35, 4.47], [0.47, 2.13, 4.79], [-0.72, 1.37, 5.84], [3.87, 2.39, 1.40], [4.24, 4.80, 1.11], [2.30, 6.35, 0.95], [0.00, 5.45, 1.06], [-0.37, 3.03, 1.36], [3.07, -1.57, 1.66], [4.80, -2.37, 3.25], [5.42, -0.99, 5.20], [4.34, 1.21, 5.55], [2.64, 2.01, 3.96], [3.14, 0.36, -4.03], [3.84, -1.48, -5.48], [3.37, -3.82, -4.84], [2.20, -4.30, -2.71], [1.52, -2.45, -1.24], [0.94, 3.18, -2.17], [2.38, 5.15, -2.53], [4.84, 4.93, -2.36], [5.85, 2.74, -1.79], [4.41, 0.78, -1.43], [-4.01, -2.68, 0.18], [-2.92, -1.56, 0.18], [-1.58, -1.92, 0.82], [-2.58, -0.97, -1.16], [-3.48, -0.35, 1.08], [-3.62, 1.26, 0.66], [-3.70, 1.93, 2.10], [-4.81, 1.51, -0.14], [-2.20, 1.56, 0.12], [-4.55, -2.74, 0.97], [-2.83, 1.95, 2.53]], "lowdin_charge": [1.674, -0.162, 0.363, -0.162, -0.167, -0.386, 0.656, -0.502, 0.651, -0.374, 0.357, -0.176, -0.160, -0.164, -0.287, -0.094, -0.080, -0.083, -0.071, -0.076, -0.316, -0.085, -0.072, -0.078, -0.074, -0.103, -0.287, -0.098, -0.074, -0.080, -0.076, -0.084, -0.297, -0.088, -0.075, -0.084, -0.079, -0.094, 0.038, 0.015, 0.022, 0.039, 0.014, 0.018, 0.038, 0.037, 0.013, 0.024, 0.014, 0.042, 0.042, 0.036, 0.019, 0.027, 0.013, 0.037, 0.114, 0.108, 0.105, 0.107, 0.080, 0.098, 0.105, 0.104, 0.107, 0.103, 0.102, 0.106, 0.104, 0.106, 0.094, 0.102, 0.110, 0.105, 0.105, 0.117, -0.036, 0.172, -0.366, -0.331, -0.288, 0.254, -0.096, -0.222, -0.433, 0.109, 0.054], "energy_ha": -3833.53909, "de_lowest_kj_mol": 0.0, "lumo_energy_ev": 0.44}

=====

{"formula": "C31H40N6NiOPS2", "method": "wB97M-V/def2-TZVPD", "species": ["Ni", "C", "C", "N", "N", "C", "S", "S", "C", "C", "C", "C", "C", "C", "C", "C", "C", "C", "C", "C", "C", "O", "H", "H", "H", "H", "H", "H", "H", "H", "H", "H", "H", "H", "H", "H", "C", "N", "C", "N", "C", "N", "C", "P", "C", "C", "H", "H", "H", "H", "H", "H", "H", "H", "H", "H", "H", "H", "H", "C", "N", "C", "C", "C", "C", "C", "C", "C", "C", "H", "H", "H", "H", "H", "H", "H", "H", "H", "H", "H", "H", "H"], "xyz": [[0.25, -0.58, -0.64], [2.51, 0.61, 2.91], [1.49, -0.05, 2.01], [1.31, 0.36, 0.81], [2.04, 1.48, 0.41], [2.50, 1.40, -0.78], [2.34, 0.02, -1.84], [3.38, 2.84, -1.35], [5.04, 2.07, -1.44], [5.47, 1.51, -0.12], [5.86, 2.36, 0.92], [6.22, 1.85, 2.15], [6.19, 0.48, 2.38], [5.79, -0.38, 1.36], [5.43, 0.14, 0.12], [0.72, -1.19, 2.54], [0.61, -1.30, 3.94], [0.01, -2.37, 4.56], [-0.44, -3.44, 3.76], [-0.34, -3.37, 2.39], [0.18, -2.22, 1.72], [0.08, -2.20, 0.43], [3.25, 1.15, 2.33], [3.01, -0.14, 3.52], [2.02, 1.32, 3.58], [5.68, 2.88, -1.77], [5.03, 1.30, -2.22], [5.88, 3.43, 0.75], [6.54, 2.52, 2.94], [6.47, 0.08, 3.34], [5.76, -1.45, 1.52], [5.11, -0.53, -0.68], [1.01, -0.51, 4.56], [-0.06, -2.42, 5.64], [-0.87, -4.32, 4.22], [-0.70, -4.17, 1.76], [-4.14, 2.20, 1.71], [-4.44, 1.19, 0.58], [-4.94, -0.11, 1.23], [-4.01, -0.59, 2.19], [-3.76, 0.42, 3.22], [-3.23, 1.66, 2.65], [-1.87, 1.49, 2.09], [-1.80, 0.24, 0.71], [-3.23, 0.94, -0.27], [-2.76, -1.08, 1.58], [-5.10, 2.41, 2.18], [-3.75, 3.09, 1.23], [-5.19, 1.56, -0.01], [-5.09, -0.83, 0.43], [-5.89, 0.13, 1.70], [-3.05, 0.02, 3.94], [-4.69, 0.64, 3.73], [-1.20, 1.15, 2.88], [-1.50, 2.45, 1.74], [-3.49, 0.24, -1.06], [-2.93, 1.88, -0.72], [-2.13, -1.50, 2.37], [-2.98, -1.89, 0.89], [0.71, -1.21, -4.44], [0.50, 0.26, -4.54], [0.13, 0.63, -5.94], [-0.51, 0.82, -3.53], [-1.52, -0.19, -3.12], [-2.68, -0.35, -3.88], [-3.57, -1.38, -3.59], [-3.25, -2.27, -2.56], [-2.09, -2.08, -1.81], [-1.19, -1.03, -2.04], [1.52, -1.48, -5.12], [-0.21, -1.72, -4.73], [0.97, -1.48, -3.43], [1.39, 0.70, -4.29], [-0.78, 0.11, -6.21], [0.94, 0.33, -6.61], [-0.02, 1.70, -6.01], [-0.91, 1.73, -3.97], [0.11, 1.08, -2.67], [-2.90, 0.34, -4.69], [-4.47, -1.52, -4.18], [-3.90, -3.11, -2.36], [-1.85, -2.79, -1.02]], "lowdin_charge": [0.389, -0.006, -0.249, -0.086, -0.050, -1.078, 0.631, 0.856, -0.430, -0.310, -0.051, -0.083, -0.099, -0.081, -0.058, -0.135, -0.066, -0.101, -0.085, -0.034, -0.386, -0.173, 0.059, 0.092, 0.096, 0.080, 0.063, 0.115, 0.104, 0.103, 0.106, 0.094, 0.105, 0.099, 0.107, 0.118, -0.113, -0.067, -0.105, -0.133, -0.142, -0.140, -0.268, 1.103, -0.226, -0.250, 0.144, 0.143, 0.180, 0.145, 0.144, 0.141, 0.138, 0.094, 0.102, 0.082, 0.108, 0.084, 0.099, -0.021, -0.172, 0.004, -0.109, -0.310, -0.068, -0.095, -0.090, -0.135, -0.202, 0.110, 0.110, 0.035, 0.127, 0.102, 0.106, 0.103, 0.128, 0.057, 0.109, 0.101, 0.103, 0.087], "total_charge": 1, "spin_multiplicity": 3, "energy_ha": -4254.83380, "de_lowest_kj_mol": 4.2, "s2": 2.009, "lumo_energy_ev": [-2.62, -2.63]}

=====

{"formula": "C31H41AlCl4F2IN4O7PS2", "method": "wB97M-V/def2-TZVPD", "species": ["C", "C", "O", "O", "C", "O", "C", "C", "C", "P", "O", "I", "C", "C", "C", "C", "F", "C", "C", "C", "S", "C", "N", "N", "C", "O", "C", "N", "S", "N", "C", "H", "H", "H", "H", "H", "H", "H", "H", "H", "H", "H", "H", "H", "H", "H", "H", "H", "C", "C", "C", "O", "H", "H", "H", "H", "H", "H", "H", "H", "Al", "F", "C", "C", "C", "C", "C", "C", "H", "H", "H", "H", "H", "C", "C", "O", "C", "C", "H", "H", "H", "H", "H", "H", "H", "H", "H", "H", "Cl", "C", "Cl", "Cl", "Cl", "H"], "xyz": [[9.01, 1.55, 2.30], [8.00, 1.60, 1.06], [8.49, 1.88, -0.06], [6.56, 1.33, 1.18], [6.37, -0.05, 0.93], [7.18, -0.86, 1.47], [5.25, -0.68, -0.01], [3.79, -0.08, 0.18], [2.98, 0.00, 1.50], [3.74, -0.61, 3.15], [4.95, 0.55, 3.61], [4.77, -2.85, 2.83], [1.50, 0.60, 1.49], [0.63, 0.65, 2.86], [0.00, -0.78, 3.23], [-0.62, -1.59, 2.00], [0.89, -1.67, 3.93], [0.79, 1.14, 0.21], [-0.72, 1.71, 0.18], [-0.86, 3.26, 0.61], [-2.59, 3.82, 0.09], [-3.63, 2.32, -0.23], [-3.67, 1.49, -1.43], [-4.55, 0.48, -1.20], [-5.16, 0.58, 0.10], [-4.56, 1.74, 0.65], [1.60, 1.09, -1.13], [1.03, 1.58, -2.38], [2.34, 1.24, -3.44], [3.59, 0.55, -2.48], [3.06, 0.49, -1.12], [9.90, 0.88, 1.96], [8.59, 1.05, 3.23], [9.49, 2.56, 2.55], [5.21, -1.84, 0.06], [5.56, -0.46, -1.11], [5.64, 0.09, 4.14], [-0.25, 1.39, 2.80], [1.29, 1.05, 3.73], [-0.88, -0.57, 3.95], [0.06, -1.67, 1.08], [-1.58, -1.06, 1.68], [-0.86, -2.68, 2.31], [-1.10, 1.50, -0.89], [-1.35, 1.10, 0.93], [-0.80, 3.35, 1.76], [-0.04, 3.94, 0.16], [-5.95, -0.08, 0.60], [14.02, 2.88, 3.56], [12.76, 3.73, 3.62], [12.69, 4.53, 4.91], [11.61, 2.88, 3.53], [14.04, 2.16, 4.39], [14.04, 2.29, 2.64], [14.91, 3.50, 3.61], [12.73, 4.40, 2.76], [12.67, 3.87, 5.78], [11.78, 5.13, 4.94], [13.55, 5.20, 5.00], [11.62, 2.28, 4.29], [1.21, 3.08, 1.78], [-3.27, -0.98, -7.50], [-3.72, -1.56, -6.40], [-4.21, -2.86, -6.47], [-4.68, -3.47, -5.32], [-4.66, -2.76, -4.10], [-4.17, -1.45, -4.05], [-3.69, -0.85, -5.20], [-4.22, -3.39, -7.42], [-5.05, -4.48, -5.35], [-5.04, -3.23, -3.19], [-4.16, -0.90, -3.11], [-3.30, 0.16, -5.18], [-9.18, -0.77, -3.27], [-8.10, -1.84, -3.34], [-7.79, -2.42, -2.07], [-8.86, -3.09, -1.40], [-9.44, -4.25, -2.19], [-8.90, 0.01, -2.56], [-9.33, -0.32, -4.26], [-10.14, -1.18, -2.95], [-7.17, -1.38, -3.70], [-8.36, -2.62, -4.06], [-9.64, -2.37, -1.13], [-8.45, -3.47, -0.46], [-9.90, -3.92, -3.12], [-10.21, -4.76, -1.60], [-8.65, -4.97, -2.44], [-4.12, -3.98, -2.05], [-12.44, -1.49, 0.90], [-11.41, -2.91, 1.14], [-12.21, -0.83, -0.73], [-14.14, -1.90, 1.17], [-12.15, -0.73, 1.62]], "lowdin_charge": [0.001, -0.336, 0.088, 0.023, -0.377, 0.011, -0.068, -0.056, -0.253, 0.570, -0.391, 0.526, -0.259, -0.188, -0.303, -0.045, -0.082, -0.188, -0.212, -0.565, 0.959, -0.504, 0.012, -0.026, -0.006, -0.054, -0.247, -0.229, 0.994, -0.225, -0.176, 0.116, 0.087, 0.090, 0.100, 0.141, 0.056, 0.094, 0.123, 0.160, 0.085, 0.080, 0.109, 0.115, 0.114, 0.009, 0.068, 0.163, -0.062, -0.492, -0.064, -0.082, 0.083, 0.081, 0.084, 0.141, 0.082, 0.079, 0.084, 0.093, 0.947, 0.177, -0.190, 0.065, 0.016, -0.168, -0.005, 0.062, 0.148, 0.145, -0.122, 0.092, 0.145, -0.069, -0.287, -0.189, -0.290, -0.067, 0.085, 0.086, 0.048, 0.097, 0.109, 0.054, 0.116, 0.072, 0.081, 0.079, 0.530, -1.529, 0.535, 0.531, 0.546, 0.017], "total_charge": 2, "energy_ha": -5668.81813, "lumo_energy_ev": -10.06}